The following is a DFT calculation (ωB97M-V/def2-TZVPD) of a structure of composition C57H91N6NaO3P.

Last column: Mulliken charge in e.
Positions of all 159 atoms, in Å:
Na  -0.044  0.787  0.308  1.236
C  -1.412  -6.179  -4.830  -1.671
C  -2.284  -6.428  -3.585  2.278
C  -3.641  -6.964  -4.056  -2.170
C  -1.625  -7.507  -2.715  -1.768
C  -2.390  -5.113  -2.825  -0.642
C  -1.253  -4.541  -2.272  -1.092
C  -1.253  -3.262  -1.754  0.598
C  0.068  -2.652  -1.392  -0.537
N  0.381  -2.189  -0.032  1.300
C  1.789  -2.399  0.191  -0.379
C  2.384  -1.842  1.488  -2.124
N  1.861  -0.561  1.907  1.078
C  1.043  -0.640  3.099  -2.026
C  -0.398  -0.105  2.980  -0.421
N  -1.107  -0.228  1.719  1.183
C  -1.562  -1.560  1.368  -0.092
C  -0.508  -2.615  1.027  -2.097
C  -2.286  0.642  1.800  -1.538
C  -3.062  1.206  0.612  1.312
C  -4.380  1.481  0.947  -0.994
C  -5.223  2.252  0.164  -0.030
C  -4.690  2.734  -1.019  -1.013
C  -3.399  2.483  -1.428  -0.001
C  -2.514  1.689  -0.616  -0.450
O  -1.286  1.476  -0.948  1.286
C  -2.970  3.084  -2.771  2.299
C  -3.906  4.170  -3.340  -2.393
C  -1.623  3.798  -2.611  -1.390
C  -2.933  1.949  -3.812  -0.957
C  -6.641  2.572  0.609  2.163
C  -7.361  3.512  -0.364  -2.264
C  -6.607  3.255  1.983  -1.825
C  -7.441  1.267  0.700  -1.552
C  2.932  0.442  1.942  -1.114
C  2.552  1.760  2.543  0.477
C  3.177  2.200  3.690  -0.502
C  2.836  3.409  4.287  -0.452
C  1.764  4.087  3.719  -0.621
C  1.102  3.689  2.571  0.067
C  1.570  2.539  1.860  -0.527
O  1.207  2.186  0.687  -0.560
C  -0.152  4.483  2.206  2.738
C  0.128  5.992  2.110  -2.298
C  -0.778  4.070  0.882  -1.627
C  -1.187  4.244  3.318  -1.864
C  3.656  3.979  5.440  2.260
C  3.875  2.931  6.538  -1.786
C  3.007  5.200  6.105  -2.095
C  5.014  4.422  4.871  -1.700
C  -2.421  -2.432  -1.819  0.099
O  -2.345  -1.197  -1.572  0.043
C  -3.638  -3.106  -2.207  -0.570
C  -3.572  -4.374  -2.737  -0.500
C  -4.967  -2.381  -2.031  3.013
C  -6.182  -3.232  -2.426  -2.558
C  -5.098  -2.004  -0.550  -1.782
C  -4.989  -1.086  -2.849  -1.422
H  -1.326  -7.076  -5.444  0.449
H  -0.414  -5.862  -4.536  0.341
H  -1.855  -5.386  -5.430  0.335
H  -3.511  -7.946  -4.513  0.447
H  -4.080  -6.300  -4.798  0.372
H  -4.330  -7.062  -3.220  0.382
H  -1.528  -8.440  -3.271  0.470
H  -2.225  -7.688  -1.826  0.371
H  -0.635  -7.194  -2.397  0.318
H  -0.314  -5.088  -2.274  0.364
H  0.169  -1.750  -2.013  -1.348
H  0.844  -3.377  -1.702  0.429
H  2.299  -1.902  -0.640  0.238
H  2.067  -3.479  0.152  0.294
H  3.464  -1.759  1.310  0.526
H  2.262  -2.591  2.282  0.506
H  1.504  -0.057  3.908  0.809
H  1.003  -1.679  3.446  0.664
H  -0.341  0.960  3.206  -0.178
H  -0.982  -0.585  3.792  0.582
H  -2.166  -1.419  0.477  -0.633
H  -2.195  -1.984  2.173  0.380
H  -1.060  -3.516  0.725  0.759
H  0.072  -2.874  1.913  0.782
H  -1.971  1.528  2.357  -0.319
H  -3.024  0.122  2.441  0.507
H  -4.750  1.106  1.895  0.395
H  -5.308  3.345  -1.648  0.633
H  -4.014  5.004  -2.650  0.363
H  -4.891  3.789  -3.597  0.475
H  -3.458  4.554  -4.259  0.523
H  -1.764  4.678  -1.987  0.643
H  -1.248  4.126  -3.584  0.568
H  -0.915  3.153  -2.105  -0.561
H  -3.918  1.839  -4.263  0.424
H  -2.690  1.006  -3.336  -0.285
H  -2.216  2.155  -4.608  0.306
H  -6.855  4.474  -0.417  0.382
H  -8.383  3.682  -0.028  0.469
H  -7.403  3.080  -1.361  0.393
H  -5.946  4.119  1.956  0.330
H  -6.239  2.575  2.745  0.306
H  -7.605  3.586  2.270  0.478
H  -7.399  0.744  -0.252  0.180
H  -8.483  1.467  0.948  0.494
H  -7.020  0.616  1.461  0.310
H  3.222  0.599  0.898  0.314
H  3.806  0.044  2.494  0.459
H  3.967  1.584  4.108  0.232
H  1.425  4.990  4.204  0.278
H  0.872  6.186  1.341  0.408
H  0.487  6.410  3.047  0.426
H  -0.793  6.512  1.844  0.493
H  -0.089  4.248  0.064  0.242
H  -1.693  4.638  0.707  0.959
H  -1.022  3.018  0.870  -0.657
H  -0.852  4.656  4.268  0.432
H  -1.344  3.176  3.455  0.177
H  -2.142  4.697  3.058  0.476
H  2.919  2.603  6.940  0.382
H  4.466  3.351  7.352  0.470
H  4.401  2.061  6.158  0.315
H  2.004  4.969  6.457  0.395
H  2.956  6.040  5.417  0.339
H  3.606  5.506  6.963  0.465
H  5.542  3.575  4.442  0.330
H  5.636  4.868  5.647  0.475
H  4.855  5.157  4.085  0.336
H  -4.474  -4.825  -3.119  0.653
H  -6.190  -4.180  -1.893  0.432
H  -6.191  -3.432  -3.497  0.397
H  -7.099  -2.698  -2.176  0.419
H  -5.035  -2.888  0.082  0.291
H  -6.048  -1.506  -0.365  0.404
H  -4.298  -1.318  -0.288  0.465
H  -4.892  -1.293  -3.915  0.278
H  -4.161  -0.463  -2.527  -0.015
H  -5.920  -0.545  -2.679  0.466
C  3.258  1.354  -4.220  -0.850
N  2.666  -0.048  -4.387  0.387
C  1.340  0.115  -5.152  -0.917
N  0.494  1.033  -4.519  0.395
C  1.125  2.326  -4.369  -0.561
N  2.358  2.236  -3.602  0.299
C  2.091  1.917  -2.201  -1.880
P  1.209  0.296  -1.924  2.368
C  2.438  -0.666  -3.063  -1.040
C  -0.040  0.530  -3.265  -1.372
H  3.503  1.714  -5.228  0.376
H  4.171  1.252  -3.626  0.379
H  3.304  -0.628  -4.940  0.343
H  0.864  -0.869  -5.198  0.417
H  1.614  0.454  -6.161  0.380
H  0.440  2.991  -3.849  -0.073
H  1.359  2.733  -5.363  0.241
H  1.468  2.685  -1.747  0.366
H  3.035  1.913  -1.652  0.546
H  2.029  -1.671  -3.207  0.487
H  3.405  -0.753  -2.558  0.275
H  -0.750  1.226  -2.818  -1.091
H  -0.582  -0.402  -3.437  1.292

## Properties
HOMO level in eV: -3.56
Charge: -1
Frontier orbital gap in Eh: 0.1670
LUMO level in hartree: 0.0362
Maximum force in eV/Å: 2.29

---

The following is a DFT calculation (ωB97M-V/def2-TZVPD) of a cluster of 11 separate species, C58H124BN4O18 in total.

Last column: Mulliken charge in e.
Positions of all 205 atoms, in Å:
O  0.273  -1.640  -3.844  -0.892
C  0.087  -1.234  -2.727  -0.429
O  -1.090  -1.086  -2.151  0.510
B  -0.930  -0.466  -0.832  0.224
O  0.554  -0.429  -0.634  0.302
C  1.173  -0.798  -1.725  0.486
O  2.337  -0.549  -1.928  -0.509
O  -1.640  -1.239  0.203  0.138
C  -2.483  -0.463  0.827  0.410
O  -3.224  -0.816  1.697  -0.767
C  -2.470  0.943  0.139  0.046
O  -1.492  0.892  -0.754  -0.052
O  -3.123  1.874  0.489  -0.305
C  6.040  0.058  -6.603  -1.522
C  4.738  0.175  -5.840  0.895
C  4.869  0.423  -4.334  -0.753
O  3.868  1.157  -6.416  -0.610
H  6.524  1.007  -6.841  0.333
H  5.887  -0.388  -7.589  0.378
H  6.715  -0.600  -6.052  0.316
H  4.226  -0.792  -5.928  0.125
H  5.206  1.439  -4.122  0.340
H  5.509  -0.348  -3.887  0.207
H  3.977  0.253  -3.726  -0.089
H  2.981  0.722  -6.357  0.575
C  -4.672  6.907  1.535  -1.239
C  -4.970  6.235  0.202  0.670
C  -3.831  5.302  -0.235  -0.677
O  -6.151  5.418  0.267  -0.634
H  -5.414  7.705  1.658  0.376
H  -3.684  7.356  1.591  0.208
H  -4.926  6.252  2.366  0.301
H  -5.125  6.893  -0.657  0.331
H  -2.966  5.959  -0.389  -0.247
H  -3.944  4.860  -1.228  0.414
H  -3.551  4.552  0.502  0.125
H  -5.938  4.516  0.013  0.354
C  -3.354  3.596  3.484  0.143
C  -4.343  2.883  4.402  0.534
C  -5.423  3.808  4.996  -1.363
O  -4.930  1.709  3.926  -0.500
H  -3.945  4.295  2.885  -0.422
H  -2.781  2.995  2.781  -0.356
H  -2.629  4.150  4.082  0.446
H  -3.788  2.608  5.308  0.178
H  -5.896  3.455  5.912  0.328
H  -6.230  3.881  4.260  0.312
H  -4.984  4.779  5.243  0.363
H  -5.545  1.829  3.197  0.269
C  -0.703  -0.274  -7.115  -1.095
C  0.388  0.742  -6.842  0.591
C  -0.066  1.999  -6.095  -1.248
O  1.463  0.090  -6.153  -0.519
H  -1.582  0.127  -7.619  0.440
H  -0.983  -0.717  -6.154  0.081
H  -0.372  -1.123  -7.717  0.338
H  0.855  1.098  -7.767  0.323
H  0.362  2.898  -6.534  0.334
H  0.133  1.930  -5.026  0.175
H  -1.148  2.130  -6.199  0.381
H  1.011  -0.475  -5.506  0.133
C  -6.019  1.007  -2.583  -1.303
C  -6.339  2.276  -1.752  1.109
C  -7.797  2.633  -1.963  -1.510
O  -6.180  2.192  -0.348  -0.624
H  -5.174  0.513  -2.104  0.227
H  -5.807  1.392  -3.579  0.382
H  -6.879  0.339  -2.643  0.315
H  -5.537  2.953  -2.084  0.014
H  -8.393  1.947  -1.362  0.369
H  -8.067  2.636  -3.021  0.371
H  -8.120  3.624  -1.625  0.319
H  -5.286  1.925  -0.095  0.203
C  -2.831  -3.139  -5.144  -0.791
C  -3.398  -3.334  -3.744  0.432
C  -2.547  -4.284  -2.871  -1.007
O  -3.591  -2.099  -3.104  -0.538
H  -1.905  -2.580  -4.967  -0.189
H  -3.436  -2.551  -5.835  0.305
H  -2.511  -4.025  -5.697  0.432
H  -4.395  -3.777  -3.773  0.279
H  -1.693  -3.811  -2.385  0.013
H  -2.149  -5.155  -3.400  0.436
H  -3.196  -4.734  -2.118  0.347
H  -2.792  -1.554  -3.067  0.360
C  3.093  -1.873  4.352  -2.023
C  2.272  -0.762  5.076  2.446
C  3.258  0.227  5.728  -1.336
C  3.804  1.264  4.738  -0.758
C  2.634  1.972  4.047  -1.469
C  1.666  0.964  3.382  3.648
N  1.222  -0.072  4.325  -0.416
O  0.275  -0.920  3.733  0.166
C  0.408  1.817  3.007  -2.973
C  2.309  0.444  2.101  -1.074
C  1.561  -1.498  6.209  -1.995
H  3.584  -2.571  5.029  0.542
H  3.920  -1.517  3.725  0.274
H  2.505  -2.427  3.614  0.174
H  2.728  0.714  6.548  0.433
H  4.173  -0.274  6.050  0.292
H  4.575  0.812  4.115  0.346
H  4.257  1.962  5.451  0.440
H  2.934  2.814  3.422  0.282
H  2.084  2.512  4.828  0.635
H  0.091  1.622  1.985  0.004
H  -0.459  1.614  3.651  0.774
H  0.425  2.858  3.346  0.211
H  1.636  -0.069  1.409  -0.074
H  2.749  1.247  1.512  0.246
H  3.149  -0.223  2.309  -0.053
H  0.798  -2.204  5.887  0.204
H  1.086  -0.812  6.916  0.427
H  2.334  -1.993  6.803  0.455
H  0.718  -1.181  2.906  0.226
C  -0.182  -5.206  3.362  -1.730
C  -1.321  -4.960  2.328  2.229
C  -1.774  -6.356  1.870  -0.979
C  -2.551  -7.065  2.970  -0.718
C  -3.776  -6.202  3.344  -1.193
C  -3.440  -4.765  3.783  1.171
N  -2.407  -4.225  2.922  0.519
O  -2.116  -2.865  3.178  0.090
C  -4.719  -3.931  3.579  -1.910
C  -3.041  -4.702  5.272  -1.612
C  -0.783  -4.256  1.060  -2.239
H  0.777  -5.406  2.863  0.347
H  -0.244  -6.088  4.000  0.260
H  -0.010  -4.311  3.962  0.187
H  -2.471  -6.220  1.037  0.301
H  -0.948  -6.988  1.545  0.429
H  -2.025  -7.488  3.824  0.324
H  -3.094  -7.917  2.539  0.420
H  -4.326  -6.646  4.178  0.407
H  -4.450  -6.239  2.487  0.373
H  -5.050  -3.858  2.543  0.397
H  -5.592  -4.267  4.142  0.385
H  -4.416  -2.933  3.904  0.398
H  -3.780  -5.277  5.833  0.422
H  -2.043  -5.075  5.509  0.320
H  -3.013  -3.663  5.604  0.312
H  -1.579  -4.062  0.334  0.597
H  -0.102  -4.853  0.446  0.349
H  -0.303  -3.302  1.273  0.002
H  -2.189  -2.481  2.291  0.123
C  0.335  3.963  -0.952  -2.071
C  1.506  4.697  -0.267  2.150
C  2.520  5.107  -1.382  -1.331
C  2.201  6.388  -2.140  -0.901
C  1.878  7.538  -1.153  -1.304
C  0.911  7.241  -0.029  1.762
N  1.044  5.889  0.496  0.270
O  -0.001  5.536  1.383  -0.372
C  1.198  8.271  1.079  -1.944
C  -0.516  7.461  -0.586  -1.684
C  2.170  3.756  0.709  -1.384
H  0.723  3.021  -1.351  0.362
H  -0.279  4.553  -1.629  0.480
H  -0.365  3.536  -0.224  0.142
H  3.511  5.119  -0.925  0.458
H  2.386  4.280  -2.081  0.414
H  1.311  6.186  -2.741  0.326
H  3.088  6.570  -2.744  0.458
H  1.532  8.338  -1.809  0.403
H  2.887  7.848  -0.859  0.389
H  0.504  8.195  1.923  0.402
H  2.236  8.283  1.396  0.419
H  0.881  9.252  0.707  0.407
H  -0.662  8.380  -1.163  0.393
H  -0.938  6.727  -1.276  0.368
H  -1.222  7.509  0.247  0.275
H  2.625  2.942  0.141  0.507
H  1.483  3.442  1.491  -0.318
H  3.007  4.241  1.223  0.498
H  0.383  5.773  2.235  0.314
C  6.404  -5.829  -2.925  -2.095
C  5.297  -4.900  -2.355  1.833
C  3.946  -5.702  -2.434  -1.501
C  2.907  -5.169  -1.484  0.135
C  3.450  -4.875  -0.068  -1.570
C  4.685  -3.970  0.005  2.483
N  5.633  -4.603  -0.960  0.265
O  6.925  -3.963  -0.945  -0.454
C  4.366  -2.494  -0.276  -1.740
C  5.382  -4.204  1.373  -2.229
C  5.029  -3.638  -3.202  -1.868
H  6.680  -6.531  -2.142  0.451
H  7.211  -5.148  -3.196  0.401
H  6.058  -6.356  -3.813  0.409
H  3.536  -5.431  -3.411  0.376
H  4.000  -6.788  -2.363  0.386
H  2.022  -5.803  -1.355  0.589
H  2.327  -4.276  -1.755  -0.303
H  3.731  -5.830  0.384  0.477
H  2.681  -4.395  0.542  0.343
H  4.446  -1.773  0.539  0.316
H  5.139  -2.147  -0.967  0.437
H  3.396  -2.380  -0.753  0.001
H  6.248  -3.557  1.488  0.538
H  4.673  -4.081  2.197  0.309
H  5.648  -5.259  1.473  0.456
H  5.831  -2.901  -3.170  0.421
H  4.098  -3.134  -2.945  0.197
H  4.914  -4.026  -4.219  0.500
H  7.369  -4.576  -0.348  0.350

## Properties
HOMO level in eV: -5.58
Charge: -1
Frontier orbital gap in Eh: 0.2837
LUMO level in hartree: 0.0784
Maximum force in eV/Å: 2.82